Entry 1:
{"formula": "C19H18Cl5N3PdSb", "method": "the ωB97M-V functional and the def2-TZVPD basis", "elements": ["Pd", "N", "C", "C", "C", "C", "C", "N", "C", "C", "C", "C", "C", "N", "H", "H", "H", "H", "H", "H", "H", "H", "H", "Cl", "C", "C", "C", "Cl", "C", "Cl", "C", "Cl", "C", "Cl", "C", "Sb", "C", "C", "H", "H", "H", "H", "H", "H", "H", "H", "H"], "positions_angstrom": [[0.679570, 0.232209, -0.637793], [-1.724960, 2.367294, 0.848991], [-1.783552, 2.412638, -0.528915], [-2.898128, 3.020391, -1.123764], [-2.998387, 3.032563, -2.497341], [-1.991115, 2.443810, -3.259802], [-0.906560, 1.902329, -2.601571], [-0.805597, 1.888861, -1.266228], [-0.784311, 1.885768, 1.730877], [-1.013916, 2.104832, 3.101817], [-0.109341, 1.633758, 4.022776], [1.025857, 0.960083, 3.576129], [1.185937, 0.785754, 2.218701], [0.300515, 1.228975, 1.319218], [-2.505397, 2.828427, 1.298658], [-3.653167, 3.474299, -0.502254], [-3.847005, 3.498657, -2.974139], [-2.046027, 2.425442, -4.337010], [-0.066652, 1.458840, -3.144385], [-1.900989, 2.639997, 3.408251], [-0.281910, 1.787389, 5.077377], [1.761309, 0.584769, 4.269961], [2.056789, 0.273977, 1.814364], [2.862259, 1.595615, -1.241806], [3.500880, 0.097455, -0.619268], [2.539502, -0.888504, -0.440925], [2.932866, -2.071478, 0.160626], [1.716462, -3.251115, 0.447306], [4.255531, -2.291241, 0.550392], [4.720567, -3.760266, 1.314145], [5.204328, -1.290543, 0.323312], [6.830141, -1.540753, 0.798949], [4.830530, -0.073085, -0.265355], [5.978834, 1.177194, -0.505264], [-3.018012, -1.333853, -1.369175], [-1.000476, -1.780335, -0.708794], [-0.616085, -3.350645, -2.120351], [-1.585641, -2.753341, 1.121479], [-3.573348, -2.266061, -1.428247], [-2.998599, -0.868836, -2.351167], [-3.511788, -0.667518, -0.666052], [-1.229112, -4.209044, -1.878661], [0.429670, -3.628987, -2.105708], [-0.879645, -2.988424, -3.108048], [-2.276825, -3.552628, 0.882023], [-2.080588, -2.021337, 1.754649], [-0.724414, -3.153330, 1.642023]], "atomic_forces_ev_per_a": [[1.031, -0.952, -1.284], [-0.573, 0.257, -0.268], [0.163, -0.071, -0.136], [0.129, 0.033, -0.175], [0.144, -0.102, 0.284], [0.281, -0.007, -0.031], [-0.183, 0.144, -0.557], [0.291, -1.212, 0.515], [0.865, -0.370, 0.871], [-0.088, -0.012, -0.280], [0.027, -0.043, -0.194], [0.044, -0.040, -0.046], [0.042, 0.140, 0.673], [-0.235, 0.628, 0.404], [0.188, -0.114, -0.079], [-0.129, 0.047, 0.056], [-0.084, 0.006, -0.029], [0.056, 0.011, -0.042], [-0.341, 0.133, 0.156], [-0.051, 0.045, 0.099], [0.003, 0.029, 0.065], [0.058, -0.033, 0.013], [-0.142, 0.081, 0.138], [0.049, 0.145, -0.049], [-0.294, -0.619, 0.050], [-1.467, 1.328, 0.439], [-0.290, 0.284, -0.231], [0.141, -0.502, 0.271], [0.014, 0.021, -0.119], [-0.147, 0.136, -0.122], [-0.021, 0.120, -0.011], [0.015, 0.042, -0.041], [0.082, -0.095, 0.029], [-0.127, -0.008, -0.030], [0.535, 0.181, 0.126], [-0.210, -0.139, -0.481], [0.007, 0.306, 0.337], [0.322, 0.333, -0.292], [0.039, -0.114, 0.039], [0.033, 0.050, -0.054], [0.006, 0.045, 0.047], [-0.145, -0.178, 0.071], [0.118, -0.001, 0.038], [-0.061, 0.110, -0.102], [-0.121, -0.096, -0.121], [-0.036, 0.061, 0.004], [0.061, -0.009, 0.047]], "nbo_charge": [0.559, -0.568, 0.408, -0.273, -0.117, -0.278, 0.064, -0.524, 0.393, -0.269, -0.129, -0.268, 0.062, -0.571, 0.411, 0.228, 0.239, 0.243, 0.220, 0.221, 0.237, 0.239, 0.209, 0.082, -0.107, -0.201, -0.015, 0.029, -0.114, 0.088, -0.077, 0.095, -0.090, 0.090, -0.980, 1.225, -0.963, -0.956, 0.241, 0.237, 0.232, 0.238, 0.247, 0.240, 0.241, 0.237, 0.245], "charge": 1, "gap_ev": 7.0577, "relative_energy_kj_mol": 133.8, "e_lumo_ev": -4.12, "energy_ev": -97088.789}



Entry 2:
{"formula": "C6H24N12NiO6", "method": "the ωB97M-V functional and the def2-TZVPD basis", "elements": ["Ni", "C", "O", "N", "N", "H", "H", "H", "H", "C", "O", "N", "N", "H", "H", "H", "H", "C", "O", "N", "N", "H", "H", "H", "H", "C", "O", "N", "N", "H", "H", "H", "H", "C", "O", "N", "N", "H", "H", "H", "H", "C", "O", "N", "N", "H", "H", "H", "H"], "positions_angstrom": [[0.103118, -0.139668, -0.287914], [1.917906, 2.174863, -0.779409], [1.817485, 0.898911, -0.719753], [2.846511, 2.764474, -0.058646], [1.113884, 2.936697, -1.493001], [3.672999, 2.117466, -0.003523], [3.050522, 3.745527, -0.111500], [0.293219, 2.503902, -1.849925], [1.352573, 3.884348, -1.539517], [-1.906602, -1.970912, 1.016342], [-1.664233, -0.854297, 0.492278], [-3.105941, -2.127488, 1.623287], [-0.978601, -2.958216, 1.031611], [-3.865577, -1.554963, 1.281757], [-3.388998, -3.009814, 2.087965], [-0.152731, -2.639250, 0.531457], [-1.052724, -3.852254, 1.481198], [-1.861637, 0.275531, -2.510134], [-0.854508, 0.791806, -1.932952], [-1.923345, -0.978391, -3.068257], [-2.993528, 1.050060, -2.650655], [-2.386891, -0.946208, -3.955556], [-1.021702, -1.400908, -3.082678], [-2.999824, 1.960471, -2.255581], [-3.826777, 0.707619, -3.084420], [1.949004, -2.298423, -1.582769], [0.784605, -1.998988, -1.357892], [2.346562, -3.186060, -2.531679], [3.020077, -1.745883, -0.860369], [3.335120, -3.087735, -2.711001], [1.669312, -3.728362, -3.062416], [3.955475, -2.154105, -0.804691], [2.886776, -0.829168, -0.461080], [-1.491820, 2.152814, 1.138304], [-0.448998, 1.668457, 0.635673], [-2.563812, 1.531673, 1.539369], [-1.401970, 3.481697, 1.532678], [-3.398890, 1.994082, 1.808095], [-2.682011, 0.626225, 1.116845], [-2.070822, 4.180056, 1.806145], [-0.540664, 3.829073, 1.222162], [1.489706, -0.579277, 2.393482], [1.342491, -0.999341, 1.210508], [0.912709, 0.587416, 2.795455], [2.101334, -1.437688, 3.281466], [1.353048, 1.009829, 3.600755], [0.467728, 1.175308, 2.123850], [2.211600, -2.364065, 2.900603], [2.588831, -1.206863, 4.104048]], "atomic_forces_ev_per_a": [[0.550, 0.018, -0.035], [-1.292, -2.193, -0.324], [0.055, 1.286, -0.306], [3.228, -1.080, 0.923], [0.079, -0.916, 0.214], [-1.009, 1.330, 0.507], [0.050, 0.150, -0.206], [-0.692, 0.052, -0.527], [-0.309, 1.376, -0.487], [-0.043, -0.952, 0.755], [0.264, -0.331, -0.723], [-0.404, -1.172, 0.378], [-0.461, 1.749, -0.527], [0.190, -0.059, 0.200], [0.465, 0.978, -0.698], [0.266, -0.811, 0.335], [-0.132, 0.014, -0.072], [-0.679, 1.740, -0.142], [-1.113, -1.504, -0.227], [0.152, 1.491, 0.809], [1.403, -1.422, 0.079], [-0.317, -0.481, -0.353], [0.638, -0.575, -0.075], [0.080, 0.531, 0.156], [-0.200, -0.134, -0.100], [3.416, 0.009, 0.470], [-1.906, 0.976, 0.222], [-0.384, 0.692, 0.904], [-0.697, -0.637, -0.857], [-0.333, -0.789, -0.720], [0.653, 0.259, 0.133], [-0.814, 0.161, -0.387], [-0.140, -0.183, 0.124], [1.072, 3.340, 1.530], [-0.719, -0.367, -0.045], [-1.080, -2.044, -0.833], [0.291, -1.188, -0.700], [-0.346, 0.683, 0.333], [0.035, -0.498, 0.156], [-0.552, -0.558, 0.028], [1.160, 0.941, -0.285], [-0.688, -0.674, -0.388], [-0.775, 0.411, 0.772], [1.801, -1.223, 1.327], [-1.006, 0.518, -1.832], [-0.477, 0.160, 0.084], [0.099, 0.303, -0.608], [0.368, 0.137, 0.070], [0.251, 0.487, 0.951]], "nbo_charge": [1.583, 0.813, -0.824, -0.800, -0.783, 0.420, 0.407, 0.441, 0.402, 0.814, -0.813, -0.809, -0.807, 0.412, 0.421, 0.439, 0.426, 0.824, -0.793, -0.805, -0.804, 0.408, 0.416, 0.413, 0.413, 0.818, -0.773, -0.810, -0.859, 0.416, 0.428, 0.408, 0.434, 0.813, -0.794, -0.784, -0.827, 0.413, 0.427, 0.422, 0.395, 0.810, -0.787, -0.810, -0.816, 0.403, 0.425, 0.417, 0.416], "charge": 2, "gap_ev": [10.6563, 10.5923], "relative_energy_kj_mol": 24.2, "multiplicity": 3, "s2": 2.003, "e_lumo_ev": [-4.47, -4.55], "energy_ev": -77816.255}